# 1
Computed, not measured: 3 unconnected molecules or ions with the total composition C25H50BrIN7O7, with wB97M-V/def2-TZVPD.

* total charge: +1

Geometry (Å):
C  2.968  -0.298  7.005
C  3.879  0.543  6.115
C  4.546  -0.243  4.975
Br  5.798  -1.563  5.691
C  3.547  -0.994  4.151
N  3.076  -2.163  4.546
C  2.255  -2.547  3.568
N  1.625  -3.720  3.636
C  0.750  -4.320  2.653
C  -0.649  -3.693  2.639
O  -1.076  -3.668  1.288
C  -2.266  -3.020  1.133
C  -2.695  -2.801  -0.280
O  -2.920  -2.647  2.080
N  2.169  -1.639  2.580
C  1.416  -1.524  1.343
C  0.068  -0.819  1.523
N  -0.605  -0.427  0.536
N  3.041  -0.650  2.974
C  3.368  0.559  2.249
C  2.167  1.464  1.932
O  1.914  1.751  0.788
I  0.952  2.247  3.502
H  2.120  -0.653  6.431
H  2.604  0.274  7.847
H  3.469  -1.183  7.377
H  4.654  0.965  6.742
H  3.254  1.297  5.639
H  5.142  0.449  4.398
H  1.793  -4.237  4.478
H  1.177  -4.363  1.658
H  0.617  -5.355  2.937
H  -0.624  -2.713  3.107
H  -1.314  -4.296  3.244
H  -3.669  -3.245  -0.429
H  -2.797  -1.745  -0.492
H  -1.961  -3.279  -0.920
H  1.242  -2.465  0.841
H  1.973  -0.903  0.645
H  -0.348  -0.665  2.517
H  -0.098  -0.650  -0.330
H  3.813  0.291  1.295
H  4.110  1.141  2.775
C  5.749  -0.574  -4.475
O  5.226  0.622  -3.922
C  4.517  1.423  -4.864
C  3.056  1.508  -4.482
N  2.395  0.222  -4.671
C  1.047  0.159  -4.119
C  0.909  0.255  -2.605
O  1.471  -0.860  -1.905
C  2.846  -0.731  -1.589
H  6.339  -1.065  -3.702
H  4.950  -1.254  -4.789
H  6.400  -0.362  -5.327
H  4.635  1.042  -5.882
H  4.948  2.427  -4.830
H  2.562  2.260  -5.101
H  3.008  1.840  -3.435
H  2.956  -0.498  -4.236
H  0.617  -0.795  -4.434
H  0.438  0.944  -4.576
H  -0.160  0.244  -2.374
H  1.299  1.196  -2.203
H  3.129  0.310  -1.411
H  3.480  -1.157  -2.368
H  3.037  -1.305  -0.687
C  -3.565  4.383  -1.892
O  -4.751  4.283  -1.128
C  -5.941  4.460  -1.894
C  -6.750  3.182  -1.916
N  -6.079  2.156  -2.706
C  -6.683  0.831  -2.600
C  -6.612  0.129  -1.248
O  -5.297  -0.223  -0.851
C  -4.598  0.782  -0.133
H  -2.724  4.317  -1.203
H  -3.486  3.568  -2.619
H  -3.513  5.343  -2.415
H  -5.715  4.798  -2.909
H  -6.528  5.241  -1.403
H  -7.732  3.384  -2.351
H  -6.894  2.863  -0.874
H  -5.115  2.095  -2.406
H  -6.177  0.193  -3.330
H  -7.730  0.895  -2.911
H  -7.155  -0.815  -1.346
H  -7.117  0.692  -0.455
H  -5.265  1.407  0.464
H  -4.014  1.408  -0.814
H  -3.897  0.285  0.540

---

# 2
Computed, not measured: 4 unconnected molecules or ions with the total composition C25H50F5N4O6, with wB97M-V/def2-TZVPD.

* total charge: +1
* relative energy (zero: lowest compared OMol25 entry of this formula, charge and spin): 0.3521 eV

Geometry (Å):
F  3.289  0.215  3.679
C  2.923  1.400  4.212
F  2.648  1.184  5.490
F  1.877  1.846  3.532
C  4.120  2.456  4.100
F  4.531  2.760  5.347
F  3.716  3.573  3.485
C  5.264  1.791  3.321
C  5.222  1.688  1.940
C  6.275  1.030  1.298
C  7.295  0.545  2.062
N  7.290  0.668  3.391
C  6.302  1.281  4.048
H  4.378  2.094  1.382
H  6.243  0.918  0.217
H  8.125  0.034  1.581
H  8.052  0.272  3.934
H  6.317  1.337  5.133
C  2.623  -2.791  -4.634
O  1.881  -2.882  -3.430
C  2.342  -3.903  -2.551
C  2.928  -3.292  -1.293
N  4.192  -2.615  -1.578
C  4.689  -1.807  -0.474
C  3.857  -0.594  -0.055
O  3.807  0.435  -1.025
C  2.779  0.301  -2.002
H  2.124  -2.070  -5.279
H  3.643  -2.439  -4.448
H  2.655  -3.755  -5.150
H  3.057  -4.569  -3.040
H  1.469  -4.499  -2.272
H  3.102  -4.081  -0.556
H  2.183  -2.597  -0.885
H  4.067  -2.014  -2.383
H  5.679  -1.445  -0.773
H  4.840  -2.454  0.398
H  4.350  -0.149  0.810
H  2.852  -0.871  0.282
H  1.891  -0.192  -1.600
H  3.144  -0.238  -2.877
H  2.499  1.302  -2.330
C  -0.636  1.465  2.433
O  -1.781  1.187  1.656
C  -2.997  1.638  2.254
C  -3.601  2.767  1.441
N  -2.800  3.983  1.556
C  -3.184  5.037  0.618
C  -2.987  4.763  -0.872
O  -1.626  4.649  -1.262
C  -1.075  3.354  -1.134
H  0.213  0.982  1.948
H  -0.440  2.541  2.480
H  -0.736  1.062  3.446
H  -2.853  1.934  3.298
H  -3.687  0.790  2.242
H  -4.613  2.968  1.803
H  -3.668  2.427  0.401
H  -1.828  3.752  1.393
H  -2.588  5.917  0.875
H  -4.230  5.303  0.796
H  -3.376  5.630  -1.411
H  -3.568  3.903  -1.223
H  -1.820  2.571  -1.294
H  -0.601  3.225  -0.156
H  -0.294  3.247  -1.890
C  -7.208  -3.779  -1.253
O  -6.037  -3.818  -0.455
C  -4.915  -4.392  -1.117
C  -3.845  -3.344  -1.355
N  -4.266  -2.382  -2.368
C  -3.394  -1.216  -2.478
C  -3.315  -0.275  -1.277
O  -4.523  0.418  -1.008
C  -5.437  -0.286  -0.180
H  -8.027  -3.435  -0.623
H  -7.097  -3.078  -2.087
H  -7.456  -4.772  -1.637
H  -5.202  -4.884  -2.051
H  -4.511  -5.157  -0.448
H  -2.927  -3.837  -1.689
H  -3.642  -2.853  -0.394
H  -5.200  -2.061  -2.145
H  -3.755  -0.635  -3.331
H  -2.383  -1.554  -2.733
H  -2.579  0.497  -1.522
H  -2.939  -0.771  -0.375
H  -4.933  -0.932  0.543
H  -6.128  -0.870  -0.792
H  -6.028  0.449  0.369

---

In order of appearance, molar mass = 767.525 597.687 g mol⁻¹.
In order of appearance, max |F| = 0.040 0.025 Eh/bohr.
In order of appearance, orbital gap = 6.78 4.93 eV.